#i
Computed, not measured: an isolated molecule of C4H10NOP, with ωB97M-V/def2-TZVPD.

gap between HOMO and LUMO = 9.3 eV
LUMO level = 0.036 hartree
E_HOMO = -8.361 eV
charge = 0
2S+1 = 1

Last column: Löwdin charge in e.
Atoms and positions in Å:
C1 1.454 -0.554 -1.522  -0.0843
C2 -1.130 1.950 -0.328  -0.1240
C3 1.192 -1.409 2.425  -0.2674
C4 0.242 1.518 -0.362  -0.2558
N1 1.477 -1.336 -0.473  -0.2819
O1 0.461 0.581 0.885  -0.4481
P1 1.781 -0.390 1.000  0.8322
H1 1.172 -1.336 -2.308  0.0439
H2 -1.745 1.199 -0.865  0.0794
H3 -1.199 3.005 -0.730  0.0955
H4 -1.632 1.974 0.723  0.1137
H5 2.045 -1.814 2.983  0.0287
H6 0.515 -0.743 3.006  0.0449
H7 0.524 -2.145 1.936  0.0296
H8 0.836 2.449 -0.100  0.1337
H9 0.640 0.836 -1.046  -0.0433
H10 1.060 -2.282 -0.436  0.1032



#ii
Computed, not measured: an isolated molecule of C4H10NOP, with ωB97M-V/def2-TZVPD.

gap between HOMO and LUMO = 10.1 eV
LUMO level = 0.032 hartree
E_HOMO = -9.229 eV
charge = 0
2S+1 = 1
SMILES = CC1(C)COPN1

Last column: Löwdin charge in e.
Atoms and positions in Å:
C1 0.881 0.218 1.263  -0.0678
C2 0.159 -0.055 0.034  -0.6705
C3 1.152 -0.623 -0.887  -0.0647
C4 -0.598 1.163 -0.517  -0.1943
O1 -1.829 1.107 0.204  -0.4149
P1 -2.354 -0.517 0.174  0.8754
N1 -0.843 -1.138 0.273  -0.2197
H1 1.601 -0.474 1.584  0.0697
H2 0.101 0.506 2.036  0.1173
H3 1.509 1.180 1.131  0.1241
H4 1.385 -1.603 -0.555  0.0766
H5 2.081 -0.028 -0.909  0.0972
H6 0.803 -0.654 -1.926  0.0921
H7 -0.080 2.056 -0.409  0.1114
H8 -0.961 0.920 -1.503  0.0985
H9 -2.333 -0.550 -1.167  -0.0796
H10 -0.676 -1.508 1.175  0.0494



#iii
Computed, not measured: a cluster of 2 separate species, C4H10NOP in total, with ωB97M-V/def2-TZVPD.

gap between HOMO and LUMO = 8.9 eV
LUMO level = 0.018 hartree
E_HOMO = -8.443 eV
charge = 0
2S+1 = 1
SMILES = [H]/N=C/CC.CP=O

Last column: Löwdin charge in e.
Atoms and positions in Å:
H1 1.046 -2.360 -0.942  0.0826
N1 0.721 -1.748 -0.156  0.0409
C1 -0.532 -1.501 -0.166  -0.2418
C2 -1.022 -0.402 0.753  -0.2400
C3 -2.312 0.265 0.230  -0.0971
H2 -1.213 -2.038 -0.816  0.1100
H3 -1.325 -0.974 1.645  0.1108
H4 -0.052 0.157 1.054  0.0492
H5 -3.015 0.299 1.012  0.0471
H6 -2.863 -0.257 -0.548  0.0682
H7 -2.119 1.265 -0.165  0.0702
C4 1.703 1.606 -0.514  -0.2996
P1 2.382 0.329 0.691  0.7575
O1 3.552 -0.246 0.098  -0.4964
H8 2.177 1.501 -1.419  -0.0189
H9 0.658 1.498 -0.598  -0.0206
H10 2.214 2.607 -0.161  0.0779



Here are the energies relative to the best structure, in kJ/mol: #i 289.0; #ii 0.0; #iii 96.8.



#i
Computed, not measured: a cluster of 2 separate species, C4H10NOP in total, with ωB97M-V/def2-TZVPD.

gap between HOMO and LUMO = 9.0 eV
LUMO level = 0.019 hartree
E_HOMO = -8.436 eV
charge = 0
2S+1 = 1
SMILES = C/C=C/O.C=NP

Last column: Löwdin charge in e.
Atoms and positions in Å:
C1 -0.915 1.642 0.342  -0.1207
C2 -1.025 0.306 -0.304  -0.2614
C3 -1.764 -0.677 0.180  -0.2739
O1 -1.849 -1.917 -0.386  -0.0712
H1 -1.760 1.982 0.775  0.0297
H2 -0.307 1.675 1.268  0.0854
H3 -0.630 2.357 -0.427  0.0804
H4 -0.567 0.314 -1.347  0.1231
H5 -2.098 -0.865 1.260  0.1526
H6 -1.033 -2.056 -0.951  0.0950
C4 1.844 0.812 -0.529  -0.1840
N1 1.313 -0.354 -0.634  -0.3537
P1 1.272 -1.362 0.802  0.7799
H7 2.072 1.335 -1.463  0.0728
H8 2.121 1.370 0.378  0.0672
H9 2.570 -2.087 0.893  -0.0936
H10 0.756 -2.473 0.143  -0.1272



#ii
Computed, not measured: an isolated molecule of C4H10NOP, with ωB97M-V/def2-TZVPD.

gap between HOMO and LUMO = 9.1 eV
LUMO level = 0.030 hartree
E_HOMO = -8.302 eV
charge = 0
2S+1 = 1
SMILES = CO[P@H]1=NCCC1

Last column: Löwdin charge in e.
Atoms and positions in Å:
C1 2.899 -0.313 -0.432  -0.1103
O1 2.002 0.675 0.081  -0.3372
P1 0.449 0.665 0.420  0.6517
N1 -0.414 1.357 -0.621  -0.2090
C2 -1.796 0.925 -0.622  -0.3383
C3 -1.933 -0.390 0.212  -0.2306
C4 -0.522 -0.827 0.687  -0.2510
H1 3.877 0.278 -0.654  0.1170
H2 3.065 -1.097 0.302  0.0732
H3 2.479 -0.710 -1.400  0.0963
H4 0.656 1.142 1.649  0.0209
H5 -2.334 0.956 -1.544  0.0725
H6 -2.492 1.699 -0.127  0.1062
H7 -2.654 -0.352 1.028  0.0824
H8 -2.507 -1.208 -0.452  0.1362
H9 -0.595 -1.300 1.568  0.0353
H10 -0.178 -1.500 -0.094  0.0845



Here are the energies relative to the best structure, in kJ/mol: #i 168.3; #ii 0.0.



#i
Computed, not measured: a cluster of 2 separate species, C3H3BrO in total, with ωB97M-V/def2-TZVPD.

gap between HOMO and LUMO = 10.0 eV
LUMO level = -0.004 hartree
E_HOMO = -10.076 eV
charge = 0
2S+1 = 1

Last column: Löwdin charge in e.
Atoms and positions in Å:
C1 -0.534 0.524 1.055  -0.3266
C2 -1.856 0.860 1.462  0.0882
C3 0.690 0.514 0.606  -0.0066
O1 -1.424 -0.349 1.723  0.0508
Br1 0.861 -0.945 -2.473  0.3685
H1 1.322 -0.357 0.663  0.0557
H2 -0.146 -1.638 -3.164  -0.2938
H3 1.088 1.392 0.129  0.0636



#ii
Computed, not measured: a cluster of 2 separate species, C3H3BrO in total, with ωB97M-V/def2-TZVPD.

gap between HOMO and LUMO = 5.1 eV
LUMO level = -0.104 hartree
E_HOMO = -7.921 eV
charge = 0
2S+1 = 1

Last column: Löwdin charge in e.
Atoms and positions in Å:
C1 -0.084 1.168 -0.778  0.1819
C2 0.055 0.007 -0.110  -0.1368
C3 0.998 -0.936 -0.235  -0.0697
O1 1.597 -1.876 -0.398  0.3391
Br1 -1.860 -1.184 2.488  -0.4261
H1 -0.799 1.807 -0.393  0.0772
H2 0.649 1.262 -1.522  0.0811
H3 -0.556 -0.248 0.949  -0.0468



#iii
Computed, not measured: a cluster of 2 separate species, C3H3BrO in total, with ωB97M-V/def2-TZVPD.

gap between HOMO and LUMO (spin up / spin down) = 8.4 / 8.4 eV
LUMO level (spin up / spin down) = -0.039 / -0.039 hartree
E_HOMO (spin up / spin down) = -9.456 / -9.455 eV
charge = 0
2S+1 = 1

Last column: Löwdin charge in e.
Atoms and positions in Å:
C1 1.800 1.618 -0.196  -0.1142
C2 0.919 0.916 0.208  -0.1154
C3 -0.848 -0.754 0.537  -0.5288
O1 -0.461 -1.749 -0.306  -0.0844
Br1 -2.284 0.509 -0.014  0.6276
H1 2.616 2.234 -0.460  -0.0190
H2 -0.950 -1.178 1.512  0.0646
H3 -0.791 -1.595 -1.282  0.1696



Here are the energies relative to the best structure, in kJ/mol: #i 139.1; #ii 0.0; #iii 281.8.



#i
Computed, not measured: a cluster of 2 separate species, CH3IO3S in total, with ωB97M-V/def2-TZVPD.

gap between HOMO and LUMO (spin up / spin down) = 7.6 / 6.7 eV
LUMO level (spin up / spin down) = -0.103 / -0.125 hartree
E_HOMO (spin up / spin down) = -10.449 / -10.100 eV
charge = 0
2S+1 = 1

Last column: Löwdin charge in e.
Atoms and positions in Å:
C1 -0.370 -0.810 -0.334  -0.2287
O1 0.825 1.556 0.318  -0.3168
O2 -1.401 2.432 0.815  -0.2766
O3 -1.122 0.307 -0.491  -0.3232
S1 -0.510 1.793 -0.073  0.7944
I1 3.037 -1.945 0.538  0.1121
H1 0.236 -0.921 -1.214  0.0674
H2 -0.930 -1.811 -0.138  0.1362
H3 0.235 -0.602 0.580  0.0353



#ii
Computed, not measured: a cluster of 2 separate species, CH3IO3S in total, with ωB97M-V/def2-TZVPD.

gap between HOMO and LUMO (spin up / spin down) = 8.6 / 6.2 eV
LUMO level (spin up / spin down) = -0.080 / -0.139 hartree
E_HOMO (spin up / spin down) = -10.801 / -9.952 eV
charge = 0
2S+1 = 1

Last column: Löwdin charge in e.
Atoms and positions in Å:
C1 0.214 0.624 -0.113  -0.0930
O1 -1.052 -1.865 -1.370  -0.3310
O2 -2.072 -2.354 0.911  -0.3311
O3 -0.589 -0.329 0.640  -0.3650
S1 -0.971 -1.813 0.081  0.8167
I1 3.427 3.090 0.638  0.0883
H1 0.762 1.379 0.610  0.0596
H2 -0.568 1.206 -0.706  0.1159
H3 0.848 0.062 -0.691  0.0396



Here are the energies relative to the best structure, in kJ/mol: #i 6.6; #ii 0.0.



#i
Computed, not measured: a cluster of 2 separate species, C2H5IO in total, with ωB97M-V/def2-TZVPD.

gap between HOMO and LUMO (spin up / spin down) = 9.9 / 6.7 eV
LUMO level (spin up / spin down) = 0.010 / -0.022 hartree
E_HOMO (spin up / spin down) = -9.682 / -7.342 eV
charge = 0
2S+1 = 1

Last column: Löwdin charge in e.
Atoms and positions in Å:
C1 -0.275 0.652 0.761  -0.1625
C2 0.613 -0.350 0.129  -0.9389
O1 0.242 -1.614 0.241  -0.0725
I1 2.687 0.084 0.098  0.7593
H1 -0.227 0.534 1.852  0.0866
H2 0.028 1.662 0.502  0.0646
H3 -1.305 0.478 0.450  0.0833
H4 0.433 -0.277 -2.479  0.0817
H5 0.816 -2.223 -0.245  0.0985



#ii
Computed, not measured: an isolated molecule of C2H5IO, with ωB97M-V/def2-TZVPD.

gap between HOMO and LUMO = 9.8 eV
LUMO level = 0.012 hartree
E_HOMO = -9.420 eV
charge = 0
2S+1 = 1
SMILES = C[C@H](O)I

Last column: Löwdin charge in e.
Atoms and positions in Å:
C1 0.235 0.958 0.152  -0.1624
C2 0.127 -0.545 0.130  -0.7905
O1 0.096 -1.143 -1.136  -0.1641
I1 -1.669 -1.287 1.334  0.6146
H1 -0.101 1.520 -0.720  0.0681
H2 -0.340 1.363 1.111  0.0893
H3 1.364 1.124 0.207  0.0955
H4 1.055 -0.976 0.614  0.1036
H5 -0.766 -1.014 -1.692  0.1459



Here are the energies relative to the best structure, in kJ/mol: #i 339.6; #ii 0.0.



#i
Computed, not measured: a cluster of 2 separate species, C2H10N3O in total, with ωB97M-V/def2-TZVPD.

gap between HOMO and LUMO = 11.6 eV
LUMO level = -0.109 hartree
E_HOMO = -14.595 eV
charge = +1
2S+1 = 1

Last column: Löwdin charge in e.
Atoms and positions in Å:
C1 -0.247 -1.805 -0.108  -0.0184
N1 -0.755 -0.608 -0.798  0.0376
C2 -0.742 0.677 -0.429  -0.4215
N2 -0.868 1.601 -1.385  0.2046
N3 -0.542 1.056 0.834  0.2171
H1 -0.682 -1.926 0.879  0.0983
H2 -0.563 -2.597 -0.772  0.0969
H3 0.828 -1.779 -0.056  0.0710
H4 -1.363 -0.790 -1.578  0.1516
H5 -0.759 1.360 -2.354  0.1331
H6 -0.737 2.576 -1.175  0.1305
H7 -0.706 2.020 1.070  0.1326
H8 -0.009 0.478 1.466  0.0969
H9 2.368 0.403 2.119  0.0610
H10 2.741 -0.475 0.850  0.0574
O1 2.039 -0.190 1.437  -0.0487



#ii
Computed, not measured: a cluster of 2 separate species, C2H10N3O in total, with ωB97M-V/def2-TZVPD.

gap between HOMO and LUMO = 11.6 eV
LUMO level = -0.120 hartree
E_HOMO = -14.899 eV
charge = +1
2S+1 = 1

Last column: Löwdin charge in e.
Atoms and positions in Å:
C1 0.363 0.193 1.474  -0.0368
N1 -0.862 -0.301 0.852  0.0525
C2 -1.139 -0.272 -0.440  -0.4244
N2 -1.817 -1.300 -0.995  0.1940
N3 -0.815 0.788 -1.213  0.2290
H1 1.149 -0.565 1.431  0.0957
H2 0.725 1.138 1.096  0.0720
H3 0.239 0.268 2.555  0.1020
H4 -1.381 -0.957 1.420  0.1610
H5 -2.390 -1.098 -1.817  0.1378
H6 -2.390 -1.875 -0.387  0.1326
H7 -0.896 0.516 -2.171  0.1223
H8 -0.038 1.371 -0.937  0.1216
H9 3.713 0.793 0.184  0.0444
H10 2.689 0.333 -0.882  0.0462
O1 2.849 0.967 -0.171  -0.0500



#iii
Computed, not measured: a cluster of 2 separate species, C2H10N3O in total, with ωB97M-V/def2-TZVPD.

gap between HOMO and LUMO = 11.6 eV
LUMO level = -0.112 hartree
E_HOMO = -14.614 eV
charge = +1
2S+1 = 1

Last column: Löwdin charge in e.
Atoms and positions in Å:
C1 1.779 -0.686 -0.677  -0.0303
N1 0.406 -0.213 -0.849  0.0040
C2 -0.252 0.699 -0.168  -0.4693
N2 -1.422 1.222 -0.659  0.2087
N3 0.399 1.289 0.858  0.2010
H1 2.008 -1.261 0.199  0.0810
H2 2.215 0.377 -0.708  0.1276
H3 2.166 -1.312 -1.503  0.1054
H4 -0.188 -0.728 -1.611  0.2138
H5 -1.514 1.040 -1.601  0.0819
H6 -2.235 1.535 -0.130  0.1447
H7 0.064 2.164 1.315  0.1566
H8 0.611 0.735 1.618  0.0865
H9 -1.337 -2.107 0.752  0.0255
H10 -1.449 -1.486 2.042  0.0762
O1 -1.250 -1.269 1.122  -0.0133



Here are the energies relative to the best structure, in kJ/mol: #i 0.0; #ii 21.5; #iii 86.9.